C45H53As2N3PSbSe4V | ωB97M-V/def2-TZVPD

```
! wB97M-V def2-TZVPD RIJCOSX def2/J DEFGRID3
* xyz 0 4
V 1.129 1.277 -0.075
Se 4.847 7.092 -1.315
Sb 6.008 5.274 -0.286
Se 7.408 3.720 -1.422
Se 5.580 5.007 2.068
Se 1.171 3.791 -0.077
C 0.899 7.414 1.031
C 1.711 6.513 1.953
As 1.059 4.694 2.000
C -0.798 4.881 2.598
C -1.799 5.123 1.475
C 1.910 3.825 3.527
C 2.926 2.732 3.199
H 1.418 8.365 0.918
H -0.100 7.610 1.428
H 0.810 6.978 0.035
H 1.688 6.861 2.989
H 2.754 6.466 1.644
H -0.788 5.711 3.309
H -1.044 3.974 3.153
H -1.606 6.061 0.959
H -2.816 5.157 1.871
H -1.739 4.331 0.729
H 1.086 3.440 4.126
H 2.381 4.642 4.075
H 2.550 2.066 2.421
H 3.126 2.139 4.093
H 3.877 3.138 2.853
C 4.530 1.693 0.444
C 4.017 1.259 -0.888
C 4.714 1.019 -2.033
C 3.762 0.660 -3.042
C 2.533 0.682 -2.458
C 1.198 0.518 -3.115
N 2.656 1.054 -1.115
H 5.593 1.918 0.376
H 4.395 0.923 1.212
H 4.027 2.601 0.782
H 5.780 1.124 -2.157
H 3.972 0.435 -4.077
H 1.336 0.398 -4.190
H 0.564 1.400 -2.958
H 0.655 -0.346 -2.748
N -2.731 1.720 1.367
C -1.702 1.641 0.499
N -0.593 1.228 1.066
C -0.921 1.015 2.408
C -0.150 0.546 3.468
C -0.742 0.481 4.712
C -2.085 0.837 4.903
C -2.877 1.260 3.856
C -2.265 1.346 2.610
H -3.655 2.047 1.140
H -1.795 1.904 -0.544
H 0.870 0.234 3.308
H -0.161 0.142 5.559
H -2.515 0.757 5.893
H -3.921 1.504 3.999
C -0.854 -2.516 -1.714
C 0.021 -3.035 -2.848
As -0.994 -3.876 -4.337
C -1.971 -5.236 -3.331
C -1.380 -5.871 -2.241
C -2.037 -6.895 -1.572
C -3.292 -7.307 -1.995
C -3.873 -6.709 -3.105
C -3.212 -5.688 -3.773
C -2.340 -2.453 -4.447
C -3.549 -2.425 -3.757
C -4.384 -1.318 -3.841
C -4.014 -0.219 -4.605
C -2.810 -0.236 -5.296
C -1.986 -1.350 -5.224
P -0.023 -1.539 -0.351
C 1.352 -2.644 0.136
C 1.212 -4.032 0.176
C 2.271 -4.836 0.562
C 3.489 -4.263 0.911
C 3.640 -2.886 0.883
C 2.574 -2.082 0.498
C -1.270 -1.919 0.953
C -0.928 -2.439 2.198
C -1.910 -2.743 3.131
C -3.248 -2.524 2.839
C -3.601 -1.990 1.607
C -2.620 -1.687 0.674
H -1.390 -3.338 -1.239
H -1.607 -1.836 -2.116
H 0.754 -3.759 -2.490
H 0.588 -2.241 -3.325
H -0.390 -5.575 -1.917
H -1.564 -7.375 -0.724
H -3.811 -8.099 -1.470
H -4.841 -7.044 -3.455
H -3.667 -5.243 -4.651
H -3.843 -3.267 -3.143
H -5.324 -1.314 -3.304
H -4.666 0.643 -4.670
H -2.516 0.616 -5.896
H -1.054 -1.365 -5.780
H 0.261 -4.487 -0.077
H 2.151 -5.911 0.591
H 4.319 -4.893 1.204
H 4.588 -2.432 1.142
H 2.703 -1.007 0.457
H 0.113 -2.616 2.440
H -1.627 -3.158 4.090
H -4.012 -2.768 3.565
H -4.643 -1.814 1.369
H -2.917 -1.281 -0.287
*
```

Results
- E_HOMO (alpha / beta) (eV) = -6.71 / -6.71
- gap between HOMO and LUMO (alpha / beta) (eV) = 6.273 / 6.266
- electronic energy (eV) = -476572.8503

---

C20H19Cl5MnN3OSSi | ωB97M-V/def2-TZVPD

```
! wB97M-V def2-TZVPD RIJCOSX def2/J DEFGRID3
* xyz 0 5
Mn -0.227 0.238 0.157
O 1.627 0.397 0.054
N 2.332 1.511 -0.061
C 3.669 1.420 0.079
C 4.456 2.529 -0.050
C 3.854 3.759 -0.330
C 2.489 3.830 -0.465
C 1.695 2.683 -0.326
S -0.005 2.656 -0.461
H 4.041 0.429 0.288
H 5.525 2.436 0.068
H 4.462 4.647 -0.440
H 1.983 4.760 -0.677
C -3.772 1.534 0.397
C -3.380 0.087 0.374
C -4.299 -0.911 0.607
C -3.913 -2.250 0.477
C -2.651 -2.572 0.047
C -1.761 -1.522 -0.264
N -2.123 -0.220 0.005
N -0.526 -1.586 -0.770
Si 0.157 -2.928 -1.642
C 1.778 -2.277 -2.342
C -1.009 -3.353 -3.067
C 0.432 -4.478 -0.597
H -4.418 1.737 -0.459
H -2.898 2.176 0.328
H -4.324 1.782 1.302
H -5.310 -0.649 0.885
H -4.621 -3.038 0.704
H -2.318 -3.594 -0.060
H 1.646 -1.251 -2.691
H 2.110 -2.881 -3.190
H 2.575 -2.280 -1.596
H -1.271 -2.454 -3.628
H -1.936 -3.812 -2.720
H -0.528 -4.051 -3.756
H 1.012 -4.257 0.299
H 0.974 -5.236 -1.169
H -0.513 -4.924 -0.280
Cl 1.345 -2.146 1.883
C 0.633 -0.951 2.921
C -0.128 0.074 2.352
C -0.711 0.944 3.268
Cl -1.643 2.273 2.664
C -0.568 0.823 4.649
Cl -1.343 1.925 5.720
C 0.214 -0.204 5.167
Cl 0.417 -0.372 6.863
C 0.826 -1.098 4.293
Cl 1.803 -2.370 4.918
*
```

Results
- E_HOMO (alpha / beta) (eV) = -7.93 / -8.07
- gap between HOMO and LUMO (alpha / beta) (eV) = 6.871 / 7.807
- electronic energy (eV) = -140213.0164

---

C2H9N2P3 | ωB97M-V/def2-TZVPD

```
! wB97M-V def2-TZVPD RIJCOSX def2/J DEFGRID3
* xyz 0 3
C -2.998 -0.808 -0.234
C -2.266 0.299 0.521
N 4.068 -0.321 0.084
N -0.990 0.615 0.005
P 3.187 -1.567 0.060
P 4.063 1.337 -0.075
P 0.309 -0.268 -0.325
H -4.035 -0.867 0.086
H -2.971 -0.594 -1.300
H -2.510 -1.765 -0.057
H -2.838 1.235 0.447
H -2.213 0.050 1.591
H 5.115 1.528 0.831
H 3.070 1.639 0.870
H 0.978 0.669 -1.130
H 0.031 -1.183 -1.374
*
```

Results
- E_HOMO (alpha / beta) (eV) = -6.68 / -9.13
- relative energy (zero: lowest compared OMol25 entry of this formula, charge and spin) (eV) = 0.135
- gap between HOMO and LUMO (alpha / beta) (eV) = 6.141 / 7.923
- electronic energy (eV) = -33062.2447

---

C43H61F3GaN14O3 | ωB97M-V/def2-TZVPD

```
! wB97M-V def2-TZVPD RIJCOSX def2/J DEFGRID3
* xyz -1 1
C 2.642 0.152 -1.269
C 2.739 0.408 -2.833
C 1.922 -0.623 -3.723
C 2.220 -2.138 -3.331
Ga -0.117 -0.181 -3.693
C -0.284 1.769 -4.309
C -1.186 2.628 -3.215
C -1.479 4.156 -3.655
O -2.529 3.027 -3.672
O -0.708 -0.520 -1.914
C -2.064 -0.477 -1.767
O -2.567 0.473 -1.153
C -3.038 -1.569 -2.268
C -4.407 -1.159 -2.622
C -5.361 -2.172 -3.088
C -4.990 -3.577 -3.224
C -3.626 -3.977 -2.839
C -2.671 -2.979 -2.370
C -0.974 -1.373 -5.149
F -0.936 -2.752 -4.910
F -2.272 -0.976 -5.542
F -0.203 -1.199 -6.328
H 1.869 -0.618 -1.031
H 3.667 -0.120 -0.877
H 2.339 1.132 -0.767
H 2.297 1.430 -3.031
H 3.804 0.409 -3.198
H 2.310 -0.508 -4.783
H 3.267 -2.410 -3.665
H 2.082 -2.338 -2.229
H 1.498 -2.816 -3.878
H 0.704 2.294 -4.353
H -0.871 1.794 -5.263
H -1.005 2.423 -2.096
H -1.027 4.359 -4.652
H -1.665 4.918 -2.865
H -4.675 -0.082 -2.506
H -6.380 -1.809 -3.361
H -5.740 -4.339 -3.584
H -3.318 -5.048 -2.937
H -1.642 -3.311 -2.108
C -0.476 1.046 1.404
C 0.643 1.991 1.189
N 1.534 2.718 1.017
H -0.286 0.118 0.863
H -0.573 0.829 2.468
H -1.408 1.482 1.042
C -7.564 -5.909 -6.333
C -7.166 -6.257 -4.948
N -6.857 -6.526 -3.877
H -7.087 -6.590 -7.037
H -8.645 -5.986 -6.437
H -7.256 -4.888 -6.559
C 5.271 3.487 0.619
C 5.155 3.110 -0.809
N 5.066 2.797 -1.909
H 4.707 4.398 0.810
H 4.873 2.685 1.242
H 6.314 3.654 0.876
C 4.393 -2.440 2.055
C 3.103 -2.415 1.328
N 2.097 -2.386 0.780
H 5.214 -2.267 1.358
H 4.401 -1.661 2.816
H 4.530 -3.409 2.534
C -6.235 3.231 -1.704
C -4.997 2.458 -1.433
N -4.035 1.855 -1.223
H -6.153 3.734 -2.667
H -7.095 2.561 -1.723
H -6.383 3.977 -0.924
C 0.098 -2.534 4.110
C 1.221 -1.582 3.930
N 2.093 -0.855 3.770
H 0.305 -3.449 3.559
H -0.029 -2.766 5.166
H -0.824 -2.094 3.731
C 8.486 4.699 3.651
C 7.458 5.337 2.795
N 6.661 5.832 2.133
H 8.724 3.707 3.267
H 9.391 5.306 3.657
H 8.113 4.605 4.671
C -1.933 -4.673 1.037
C -1.558 -5.051 2.423
N -1.265 -5.343 3.494
H -1.453 -5.347 0.328
H -3.014 -4.738 0.914
H -1.611 -3.652 0.831
C -0.403 -5.587 7.153
C 0.726 -4.641 6.986
N 1.599 -3.908 6.856
H -0.200 -6.506 6.606
H -0.536 -5.821 8.209
H -1.320 -5.140 6.769
C 0.836 0.036 7.683
C -0.442 0.057 6.929
N -1.443 0.079 6.344
H 1.671 0.234 7.010
H 0.811 0.808 8.453
H 0.975 -0.942 8.144
C -0.988 3.859 7.509
C -0.597 3.103 8.723
N -0.297 2.517 9.680
H -0.416 3.505 6.652
H -2.050 3.716 7.311
H -0.792 4.921 7.656
C -8.023 0.339 -5.440
C -8.162 -1.063 -4.980
N -8.269 -2.148 -4.623
H -8.979 0.853 -5.353
H -7.282 0.856 -4.830
H -7.701 0.356 -6.481
C 5.900 5.262 -4.592
C 7.045 6.186 -4.782
N 7.931 6.901 -4.928
H 6.077 4.335 -5.137
H 5.778 5.033 -3.534
H 4.986 5.724 -4.964
C 4.488 2.195 4.392
C 5.881 1.691 4.452
N 6.962 1.304 4.499
H 3.800 1.364 4.224
H 4.232 2.686 5.331
H 4.389 2.911 3.577
*
```

Results
- E_HOMO (eV) = -4.82
- gap between HOMO and LUMO (eV) = 6.510
- electronic energy (eV) = -133106.9095

---

C10H16IN2O2 | ωB97M-V/def2-TZVPD

```
! wB97M-V def2-TZVPD RIJCOSX def2/J DEFGRID3
* xyz 1 1
O -0.873 -2.369 -0.610
C -2.084 -2.614 -0.669
C -3.278 -1.552 -0.578
C -4.673 -2.263 -1.002
C -4.189 -3.776 -0.691
I -4.879 -4.452 1.269
O -2.730 -3.892 -0.775
H -3.422 -1.499 0.567
H -3.096 -0.483 -0.906
H -4.978 -2.172 -2.099
H -5.407 -1.819 -0.257
H -4.537 -4.364 -1.603
C 0.962 -0.063 -1.603
C 2.147 0.018 -0.664
N 2.227 1.266 0.115
C 1.432 2.390 0.010
C 1.916 3.303 0.894
N 2.992 2.717 1.524
C 3.154 1.479 1.054
C 3.839 3.334 2.540
H 0.980 0.750 -2.335
H 0.978 -1.006 -2.150
H 0.021 -0.006 -1.052
H 3.076 -0.067 -1.233
H 2.111 -0.811 0.047
H 0.615 2.416 -0.688
H 1.632 4.308 1.153
H 3.911 0.775 1.367
H 4.871 3.337 2.188
H 3.764 2.760 3.464
H 3.518 4.359 2.722
*
```

Results
- E_HOMO (eV) = -11.61
- relative energy (zero: lowest compared OMol25 entry of this formula, charge and spin) (eV) = 0.000
- gap between HOMO and LUMO (eV) = 8.771
- electronic energy (eV) = -25798.3919

---

C4H9N3O | ωB97M-V/def2-TZVPD

```
! wB97M-V def2-TZVPD RIJCOSX def2/J DEFGRID3
* xyz 2 1
C 1.786 2.840 0.795
C 2.578 3.885 0.288
C -0.971 -3.599 -1.878
C -1.621 -0.341 1.530
N -0.974 -1.697 -0.346
N -1.082 -2.312 -1.325
N -0.771 -1.046 0.602
O 1.211 1.913 1.131
H 3.492 3.571 -0.352
H 1.875 4.435 -0.420
H 3.057 4.613 0.879
H -0.864 -4.326 -0.995
H -1.962 -3.971 -2.481
H -0.139 -3.541 -2.584
H -1.130 -0.263 2.406
H -1.945 0.665 1.008
H -2.540 -0.825 1.744
*
```

Results
- E_HOMO (eV) = -18.14
- relative energy (zero: lowest compared OMol25 entry of this formula, charge and spin) (eV) = 4.448
- gap between HOMO and LUMO (eV) = 9.472
- electronic energy (eV) = -10789.1463

---

C4H7NO | ωB97M-V/def2-TZVPD

```
! wB97M-V def2-TZVPD RIJCOSX def2/J DEFGRID3
* xyz 0 1
C 0.520 0.757 1.366
C 0.225 0.367 -0.068
C 0.801 -0.815 -0.602
O -1.299 -1.505 -0.947
C -1.706 -0.317 -0.887
N -1.005 0.776 -0.570
H 0.339 1.827 1.484
H 1.552 0.525 1.650
H -0.165 0.217 2.028
H 1.225 0.655 -0.722
H 1.559 -1.349 -0.024
H 0.736 -1.024 -1.658
H -2.776 -0.122 -1.053
*
```

Results
- E_HOMO (eV) = -8.94
- relative energy (zero: lowest compared OMol25 entry of this formula, charge and spin) (eV) = 3.863
- gap between HOMO and LUMO (eV) = 8.883
- electronic energy (eV) = -7795.7817

---

C22H35N5RbSSi2 | ωB97M-V/def2-TZVPD

```
! wB97M-V def2-TZVPD RIJCOSX def2/J DEFGRID3
* xyz -1 1
Rb 0.119 0.179 -0.016
C -2.021 6.030 0.497
C -3.122 5.046 0.902
N -2.695 4.132 1.925
C -2.013 2.970 1.656
S -2.126 2.324 0.109
N -1.413 2.499 2.740
N -0.702 1.370 2.670
C -0.214 0.931 3.793
C -0.459 1.638 5.111
C 0.562 -0.286 3.795
C 1.325 -0.662 4.921
C 2.005 -1.858 4.918
C 1.913 -2.685 3.804
C 1.161 -2.228 2.731
N 0.515 -1.080 2.710
H -2.376 6.691 -0.292
H -1.158 5.474 0.136
H -1.712 6.633 1.350
H -3.399 4.432 0.042
H -4.002 5.589 1.264
H -2.480 4.521 2.832
H -1.213 2.403 4.941
H 0.449 2.121 5.474
H -0.818 0.937 5.865
H 1.390 -0.007 5.778
H 2.596 -2.157 5.775
H 2.409 -3.643 3.761
H 1.054 -2.836 1.843
C 3.994 -2.544 -3.701
Si 3.077 -1.530 -2.330
C 4.322 -0.143 -1.882
C 3.069 -2.762 -0.848
C 1.380 -0.842 -2.586
C 0.328 -1.863 -2.626
C 0.279 -2.857 -3.622
C -0.738 -3.780 -3.637
C -1.709 -3.728 -2.642
C -1.593 -2.729 -1.695
N -0.622 -1.830 -1.679
Si 1.050 0.515 -3.810
C -0.792 1.046 -3.798
C 2.039 2.111 -3.418
C 1.351 0.180 -5.701
H 4.999 -2.836 -3.402
H 4.077 -1.968 -4.618
H 3.448 -3.455 -3.934
H 5.203 -0.549 -1.397
H 3.889 0.602 -1.216
H 4.650 0.371 -2.779
H 3.893 -3.473 -0.878
H 2.151 -3.343 -0.864
H 3.118 -2.246 0.110
H 1.041 -2.858 -4.384
H -0.788 -4.535 -4.413
H -2.523 -4.439 -2.622
H -2.320 -2.640 -0.889
H -1.077 1.512 -2.859
H -1.429 0.181 -3.944
H -1.015 1.750 -4.594
H 1.957 2.385 -2.368
H 1.658 2.940 -4.004
H 3.091 2.005 -3.649
H 0.662 -0.579 -6.060
H 2.358 -0.177 -5.901
H 1.195 1.071 -6.305
*
```

Results
- E_HOMO (eV) = -3.86
- relative energy (zero: lowest compared OMol25 entry of this formula, charge and spin) (eV) = 0.312
- gap between HOMO and LUMO (eV) = 6.169
- electronic energy (eV) = -58081.8522